A molecular structure, C16H17N6O6SV. Source: OMol25; level of theory: the ωB97M-V functional and the def2-TZVPD basis.

Last column: Löwdin spin population.
Element x y z (Å)
N1 -2.33739 -1.77204 -0.02682  0.0053
H1 3.81403 0.51244 -2.36808  0.0001
H2 4.56757 2.81957 -0.01353  0.0001
C1 2.79252 1.62126 0.38831  0.0055
C2 -4.20812 -3.07168 -0.94959  0.0003
H3 2.57609 1.59391 1.45164  0.0008
N2 0.62965 3.34478 2.59337  0.0012
H4 -4.17386 -3.35274 -2.00612  0.0001
H5 -6.06336 -1.99698 -1.17007  0.0000
V1 0.26344 -0.03075 0.07995  2.7622
C3 -1.71214 2.28897 2.57509  0.0040
N3 -3.40861 2.62517 4.47016  0.0017
O1 1.86442 -0.90389 1.06108  0.0392
H6 1.36180 -2.57295 0.79734  0.0011
S1 -1.62471 -4.16553 -0.48929  0.0026
C4 -2.07171 1.44810 1.49422  0.0095
O2 0.98366 -0.92983 -1.61999  0.0333
N4 -1.00483 -1.82518 0.30929  0.0123
H7 3.13134 3.74731 0.45264  0.0001
C5 -0.42333 2.86943 2.58787  0.0022
C6 3.00811 2.94099 -1.58738  0.0004
C7 3.48448 2.88679 -0.11282  0.0006
O3 2.56739 -1.45755 -3.10336  0.0091
C8 -0.48226 -3.01864 0.14650  0.0130
N5 -3.30158 0.86735 1.45617  0.0024
C9 2.96905 0.41842 -1.68929  0.0015
H8 3.82384 2.89553 -2.30840  0.0000
C10 3.04924 -0.91186 0.53960  0.0071
H9 -4.62620 -0.96827 -1.26342  0.0000
O4 3.82515 -1.85458 0.59928  0.0049
C11 2.12006 1.69830 -1.66671  0.0052
H10 -5.17163 -1.58087 0.29435  0.0000
C12 -5.06655 -1.82888 -0.76208  0.0000
H11 4.54339 0.42767 -0.15738  0.0001
H12 1.22217 -4.08804 -0.02023  0.0004
C13 -2.80238 -2.87893 -0.47230  0.0011
O5 -1.28380 1.23221 0.52972  0.0295
H13 1.32188 1.73067 -2.40405  0.0008
H14 2.42504 3.84067 -1.78053  0.0001
H15 -3.86270 0.88214 2.29155  0.0002
H16 -3.34390 0.05385 0.85558  0.0002
C14 2.12995 -0.77726 -2.18431  0.0082
O6 1.53730 1.66915 -0.34138  0.0232
C15 -2.61229 2.48544 3.64269  0.0006
N6 0.76269 -3.35914 0.49852  0.0080
C16 3.45702 0.36591 -0.19684  0.0017
H17 -4.64996 -3.92044 -0.42095  0.0001

Atoms 1-2, force components in eV/Å:
0.054 0.019 -0.011
0.002 0.005 0.001

## Properties
energy relative to the best compared isomer or geometry (same formula, charge and spin)	0.0	kcal/mol
2S+1	4
HOMO level (spin up / spin down)	-4.260 / -5.370	eV
E_LUMO (spin up / spin down)	2.18 / 2.18	eV
charge	-1
HOMO-LUMO gap (spin up / spin down)	6.442 / 7.549	eV